Computed, not measured: a molecular structure, C4H8Na, with the ωB97M-V functional and the def2-TZVPD basis.

```
13
C4H8Na (the ωB97M-V functional and the def2-TZVPD basis)
C 0.41 0.66 1.35
C 1.40 1.10 2.14
C 1.20 2.20 3.14
C 2.79 0.52 2.07
H 0.58 -0.14 0.62
H -0.59 1.10 1.40
H 0.16 2.57 3.12
H 1.88 3.04 2.92
H 1.42 1.83 4.16
H 3.52 1.30 1.81
H 3.06 0.09 3.05
H 2.85 -0.28 1.31
Na 1.25 2.65 -0.54
```

## Properties
E_LUMO = -5.0 eV
orbital gap = 8.86 eV
E = -319.28035 a.u.
net charge = +1

***

Computed, not measured: a single C3H8O6 molecule, with the ωB97M-V functional and the def2-TZVPD basis.

```
17
C3H8O6 (the ωB97M-V functional and the def2-TZVPD basis)
O -0.12 2.26 -1.49
C -0.74 1.16 -0.72
C 0.41 0.33 -0.18
O 1.24 1.08 0.68
O 1.22 -0.16 -1.24
C -0.26 -0.93 0.66
O -0.74 -1.87 -0.27
O -1.28 -0.58 1.55
O 0.76 -1.56 1.40
H 0.42 1.82 -2.17
H -1.32 1.63 0.07
H -1.38 0.60 -1.40
H 1.41 1.92 0.21
H 1.10 -1.13 -1.24
H -1.09 -2.58 0.29
H -1.07 -1.10 2.34
H 1.45 -0.88 1.51
```

## Properties
E_LUMO = 0.5 eV
orbital gap = 11.13 eV
E = -570.55184 a.u.

***

Computed, not measured: a gas-phase ion, C3H4NO2 (charge +1), with the ωB97M-V functional and the def2-TZVPD basis.

```
10
C3H4NO2 (the ωB97M-V functional and the def2-TZVPD basis)
C 2.55 0.81 -0.08
N 1.83 -0.03 0.13
C 0.44 -0.82 0.39
O 0.45 -1.91 0.76
O -0.26 0.18 0.03
C -1.81 0.00 -0.20
H 3.07 1.74 -0.29
H -2.11 -0.94 -0.10
H -1.81 0.43 -1.18
H -2.33 0.53 0.55
```

## Properties
E_LUMO = -4.8 eV
orbital gap = 12.65 eV
E = -321.58534 a.u.
net charge = +1

***

Computed, not measured: a molecular structure, C37H74Ge2N6PY, with the ωB97M-V functional and the def2-TZVPD basis.

```
121
C37H74Ge2N6PY (the ωB97M-V functional and the def2-TZVPD basis)
Y -1.26 0.48 0.75
C 0.74 -0.89 3.20
C 1.31 -1.13 1.80
N 0.23 -1.53 0.87
C -0.47 -2.78 1.29
C -1.97 -2.73 1.03
N -2.63 -1.49 1.51
C -2.91 -1.44 2.96
C -1.66 -1.22 3.82
N -0.65 -0.38 3.15
H 1.38 -0.19 3.72
H 0.76 -1.81 3.79
H 2.09 -1.89 1.86
H 1.76 -0.22 1.41
H 0.64 -1.69 -0.05
H -0.27 -2.95 2.34
H -0.05 -3.64 0.76
H -2.43 -3.61 1.48
H -2.14 -2.79 -0.05
H -3.54 -1.48 1.05
H -3.41 -2.36 3.29
H -3.62 -0.62 3.11
H -1.22 -2.17 4.08
H -1.98 -0.76 4.76
H -0.64 0.55 3.56
C 4.45 -2.88 -1.67
C 3.32 -1.86 -1.43
Ge 1.70 -2.42 -2.35
C 1.22 -4.27 -1.88
C 1.60 -5.26 -2.98
C 1.60 -2.11 -4.27
C 0.50 -1.37 -4.53
Ge -0.20 -0.90 -2.74
C -2.06 -1.47 -2.48
C -3.03 -0.98 -3.56
C 0.23 0.99 -2.24
C -0.03 2.06 -3.31
C -0.02 -1.10 -5.89
C -0.80 0.03 -6.17
C -1.26 0.29 -7.45
C -0.97 -0.59 -8.48
C -0.22 -1.73 -8.22
C 0.24 -1.98 -6.94
H 5.36 -2.58 -1.16
H 4.68 -2.98 -2.73
H 4.18 -3.87 -1.30
H 3.60 -0.88 -1.81
H 3.12 -1.75 -0.36
H 0.15 -4.31 -1.68
H 1.73 -4.53 -0.94
H 1.14 -4.99 -3.93
H 1.28 -6.27 -2.73
H 2.68 -5.29 -3.14
H 2.25 -2.49 -5.05
H -2.43 -1.17 -1.49
H -2.01 -2.56 -2.48
H -3.12 0.11 -3.57
H -4.03 -1.40 -3.41
H -2.70 -1.28 -4.55
H 1.30 0.95 -2.00
H -0.26 1.36 -1.34
H 0.54 1.84 -4.22
H 0.28 3.05 -2.96
H -1.08 2.11 -3.59
H -1.03 0.72 -5.37
H -1.85 1.18 -7.64
H -1.34 -0.39 -9.48
H -0.01 -2.43 -9.02
H 0.81 -2.88 -6.75
C -5.20 2.17 -3.18
N -3.95 2.59 -2.53
C -3.37 3.90 -2.88
C -3.41 1.86 -1.60
N -2.93 1.21 -0.77
H -5.99 2.87 -2.94
H -5.47 1.18 -2.83
H -5.05 2.14 -4.26
H -3.12 3.92 -3.94
H -2.47 4.07 -2.29
H -4.10 4.68 -2.66
C -3.54 2.51 2.70
C -2.81 3.83 2.37
C -3.27 4.24 0.95
C -3.30 4.92 3.33
P -0.95 3.56 2.34
N -0.62 2.18 1.62
C -0.10 4.95 1.41
C 1.41 4.83 1.67
C -0.55 6.38 1.76
C -0.28 4.74 -0.11
C -0.32 3.52 4.12
C -0.16 4.88 4.82
C -1.30 2.69 4.98
C 1.04 2.78 4.15
H -4.57 2.56 2.35
H -3.56 2.30 3.77
H -3.07 1.65 2.21
H -4.36 4.16 0.90
H -2.84 3.59 0.19
H -3.00 5.27 0.72
H -4.37 5.08 3.16
H -2.81 5.88 3.16
H -3.18 4.65 4.38
H 1.69 5.20 2.65
H 1.93 5.46 0.94
H 1.77 3.81 1.55
H -0.49 6.60 2.82
H -1.57 6.59 1.43
H 0.10 7.08 1.24
H -0.03 3.71 -0.39
H 0.41 5.41 -0.62
H -1.28 4.98 -0.46
H -1.06 5.48 4.79
H 0.66 5.46 4.40
H 0.08 4.70 5.87
H -2.17 3.27 5.30
H -0.79 2.36 5.89
H -1.69 1.80 4.48
H 1.87 3.45 3.95
H 1.08 1.98 3.41
H 1.19 2.36 5.14
```

## Properties
E_LUMO = -4.4 eV
orbital gap = 8.08 eV
E = -6315.86412 a.u.
net charge = +2

***

Computed, not measured: 6 unconnected molecules or ions with the total composition C24H46BF3NO20, with the ωB97M-V functional and the def2-TZVPD basis.

```
95
C24H46BF3NO20 (the ωB97M-V functional and the def2-TZVPD basis)
C 2.75 0.78 1.87
C 2.19 0.99 0.46
C 2.11 2.46 0.06
N 1.86 0.08 -0.30
B 0.72 -0.84 0.22
O -0.25 0.10 0.91
O -0.05 -1.54 -0.84
C -0.59 -2.65 -0.24
O -2.00 -2.81 -0.22
C -2.76 -1.62 -0.21
C -3.14 -1.13 1.18
C -3.95 0.19 1.10
O -4.02 -2.14 1.71
C 0.27 -2.98 1.07
C -0.44 -3.06 2.43
F -1.63 -3.60 2.42
F 0.31 -3.85 3.25
F -0.47 -1.91 3.04
O 1.15 -1.92 1.12
H 2.87 -0.28 2.07
H 2.04 1.20 2.58
H 3.73 1.27 1.95
H 1.91 3.03 0.97
H 3.04 2.81 -0.39
H 1.27 2.58 -0.61
H -0.75 0.48 0.19
H -0.28 -3.47 -0.91
H -2.34 -0.78 -0.76
H -3.71 -1.86 -0.69
H -2.28 -0.92 1.80
H -3.34 0.97 1.54
H -4.18 0.48 0.07
H -4.86 0.13 1.68
H -3.99 -2.10 2.67
H 0.75 -3.94 0.87
C -3.93 -4.68 -6.96
O -4.18 -4.78 -5.57
C -3.12 -4.51 -4.79
O -2.02 -4.20 -5.20
O -3.49 -4.64 -3.52
C -2.45 -4.37 -2.56
H -4.86 -4.92 -7.47
H -3.63 -3.67 -7.23
H -3.16 -5.39 -7.27
H -2.10 -3.34 -2.65
H -1.62 -5.07 -2.69
H -2.88 -4.51 -1.58
C 6.26 5.56 0.93
O 5.09 5.79 0.14
C 5.20 6.79 -0.73
O 6.17 7.49 -0.89
O 4.04 6.89 -1.39
C 4.01 7.93 -2.36
H 6.04 4.72 1.58
H 7.10 5.30 0.29
H 6.49 6.43 1.53
H 4.76 7.77 -3.13
H 4.15 8.90 -1.89
H 3.02 7.90 -2.82
C 7.82 3.91 -2.64
O 6.62 3.17 -2.86
C 6.42 2.17 -1.98
O 7.17 1.89 -1.08
O 5.28 1.58 -2.29
C 4.92 0.48 -1.44
H 7.86 4.68 -3.41
H 7.81 4.39 -1.66
H 8.69 3.27 -2.74
H 4.80 0.82 -0.41
H 5.67 -0.31 -1.49
H 3.97 0.09 -1.79
C -8.44 2.79 -2.08
O -7.13 2.24 -2.06
C -6.81 1.53 -3.15
O -7.53 1.33 -4.09
O -5.57 1.08 -3.00
C -5.08 0.29 -4.07
H -8.57 3.34 -1.16
H -8.56 3.47 -2.92
H -9.19 2.00 -2.13
H -5.05 0.85 -5.00
H -5.68 -0.61 -4.20
H -4.06 -0.01 -3.82
C -0.73 -3.97 5.71
O -1.13 -4.11 7.08
C -0.18 -3.83 7.97
O 0.94 -3.49 7.73
O -0.70 -4.00 9.20
C 0.21 -3.73 10.26
H -1.59 -4.22 5.10
H -0.44 -2.94 5.49
H 0.08 -4.65 5.47
H 0.55 -2.70 10.23
H 1.07 -4.41 10.21
H -0.32 -3.90 11.19
```

## Properties
E_LUMO = 2.3 eV
orbital gap = 6.62 eV
E = -2826.27730 a.u.
net charge = -1

***

Results for energy relative to the best compared isomer or geometry (same formula, charge and spin): 0.00, 17.12, 50.86, 0.00, 0.00 (in kcal/mol, following the order of the records).